(1)
111
Properties=species:S:1:pos:R:3:forces:R:3:mulliken_charge:R:1 method="wB97M-V/def2-TZVPD" homo_ev=-13.1 charge=+2 homo_lumo_gap_ev=7.836 relative_energy_kj_mol=0.0
W 0.2883 -0.4473 0.4595 -0.19 0.25 0.10 1.4601
O 1.4874 -0.4165 -0.9092 -0.35 0.10 -0.01 0.5935
C 2.6372 0.2524 -1.4281 0.18 0.07 0.04 2.8613
C 3.4997 0.5489 -0.1987 0.01 0.07 0.05 -1.8400
C 2.8605 1.4859 0.8031 0.03 -0.05 -0.04 0.3204
C 3.6634 2.4656 1.3620 0.00 0.08 0.01 -0.9423
C 3.1241 3.3793 2.2476 -0.03 -0.04 -0.03 -1.3042
C 1.7643 3.3282 2.4927 0.05 0.04 0.01 -0.9410
C 0.9966 2.3388 1.9079 -0.10 -0.03 -0.05 0.3184
C -0.5011 2.3895 2.0917 0.13 -0.06 0.14 -2.2574
C -1.0795 1.1465 2.7814 0.04 0.22 -0.12 3.0616
O -0.7603 0.0881 1.8588 0.25 -0.29 -0.18 0.6814
C -0.4028 0.9099 4.1269 -0.04 0.06 -0.04 0.1810
C 0.7759 0.1857 4.2442 -0.02 0.07 0.03 0.8976
C 1.4153 0.0731 5.4711 0.02 0.00 -0.02 -0.5305
C 0.8885 0.6963 6.5913 0.00 0.00 0.03 -0.8960
C -0.2865 1.4275 6.4803 0.00 -0.02 0.00 -0.8169
C -0.9303 1.5306 5.2570 0.01 -0.01 -0.02 -0.5856
C -2.5925 1.1652 2.8843 0.03 0.03 0.06 -1.2634
C -3.2112 0.0294 3.4001 -0.08 0.03 -0.01 0.2555
C -4.5912 -0.0409 3.4696 -0.03 -0.05 0.03 -0.8227
C -5.3666 1.0293 3.0364 -0.01 0.00 -0.02 -0.6821
C -4.7535 2.1652 2.5345 -0.01 0.01 -0.01 -1.0854
C -3.3663 2.2330 2.4551 0.01 0.05 -0.01 -0.2427
N 1.5504 1.3789 1.1262 0.17 -0.30 0.05 0.6844
C 2.2051 1.5470 -2.1080 -0.08 -0.02 -0.01 0.2993
C 3.1751 2.2965 -2.7684 0.04 -0.03 0.03 -0.6921
C 2.8456 3.4989 -3.3709 0.02 0.01 0.00 -0.9324
C 1.5385 3.9665 -3.3288 -0.01 0.01 -0.01 -0.8513
C 0.5626 3.2209 -2.6880 0.00 0.04 0.02 -1.1152
C 0.8988 2.0172 -2.0797 0.00 0.04 -0.04 0.4537
C 3.2785 -0.7161 -2.4130 -0.05 0.05 0.00 -0.5680
C 2.5278 -1.0791 -3.5307 -0.01 0.00 -0.01 -0.3057
C 3.0314 -1.9825 -4.4491 -0.01 0.00 -0.01 -0.8323
C 4.2983 -2.5273 -4.2679 0.01 0.01 0.00 -0.6130
C 5.0522 -2.1604 -3.1667 0.02 -0.02 0.00 -1.0626
C 4.5427 -1.2587 -2.2372 0.03 0.01 0.03 -0.4948
H 4.4258 1.0209 -0.5236 0.02 -0.05 -0.01 0.9046
H 3.7702 -0.3938 0.2821 -0.05 -0.02 0.02 0.2493
H 4.7080 2.5082 1.0862 -0.01 0.01 0.01 0.6326
H 3.7424 4.1378 2.7090 0.00 0.00 -0.01 0.4814
H 1.2861 4.0605 3.1281 0.00 -0.01 0.00 0.6271
H -0.9820 2.4986 1.1142 0.01 0.00 -0.03 0.4798
H -0.7360 3.2814 2.6707 -0.03 -0.04 0.03 0.8155
H 1.1971 -0.3023 3.3761 -0.01 0.05 -0.03 -0.9874
H 2.3313 -0.5004 5.5511 0.00 0.01 0.01 0.4866
H 1.3881 0.6122 7.5475 -0.01 0.00 -0.01 0.4478
H -0.7086 1.9136 7.3499 0.01 -0.01 -0.01 0.4782
H -1.8542 2.0907 5.1858 -0.01 0.01 -0.01 0.4933
H -2.6043 -0.7953 3.7519 0.04 -0.07 0.02 0.2030
H -5.0675 -0.9239 3.8775 0.01 0.02 -0.01 0.4948
H -6.4455 0.9788 3.1021 0.01 0.00 0.00 0.4614
H -5.3501 3.0070 2.2083 0.00 -0.01 0.00 0.4730
H -2.9089 3.1321 2.0595 -0.05 -0.04 0.03 0.4524
H 4.1935 1.9281 -2.8275 -0.01 0.00 -0.01 0.4047
H 3.6111 4.0693 -3.8805 -0.01 -0.01 0.00 0.4631
H 1.2820 4.9048 -3.8027 0.00 -0.01 0.01 0.5005
H -0.4647 3.5629 -2.6702 0.02 -0.02 -0.02 0.5229
H 0.1016 1.4434 -1.6163 -0.03 -0.05 0.01 0.2767
H 1.5494 -0.6358 -3.6840 0.01 0.00 0.00 0.5497
H 2.4461 -2.2531 -5.3186 0.00 0.01 0.01 0.4818
H 4.6981 -3.2248 -4.9919 0.00 0.01 0.01 0.4397
H 6.0447 -2.5683 -3.0267 -0.01 0.00 0.00 0.4579
H 5.1608 -0.9824 -1.3920 -0.02 0.00 -0.01 0.4236
C -3.1166 0.0951 -0.3948 0.00 0.00 0.00 -0.5326
C -2.3162 -0.8759 -1.1840 0.04 -0.06 0.00 0.4160
N -1.1732 -1.4592 -0.8002 -0.07 0.08 -0.11 0.4435
C -0.7952 -2.3076 -1.8311 0.04 -0.05 -0.02 -0.7367
C -1.7006 -2.2260 -2.8275 0.07 0.06 -0.10 -0.8186
N -2.6524 -1.3206 -2.4097 -0.13 -0.08 0.17 0.2780
C -3.6873 -0.7416 -3.2656 0.08 -0.01 -0.03 -1.5174
N -3.1876 0.4133 -3.9424 -0.16 -0.03 -0.19 0.7054
N -3.1471 1.6057 -3.2891 0.15 -0.18 0.09 -0.4551
N -2.5010 2.4446 -3.9915 -0.11 0.27 -0.03 -0.5693
C -2.0960 1.8370 -5.1611 0.06 -0.20 0.01 0.3049
C -1.3749 2.3424 -6.2469 0.01 0.02 0.02 -0.6722
C -1.0957 1.4680 -7.2689 0.04 0.04 -0.03 -0.5899
C -1.5217 0.1242 -7.2278 -0.01 -0.04 -0.02 -0.6642
C -2.2389 -0.3859 -6.1697 -0.03 -0.05 -0.01 -0.8540
C -2.5186 0.5082 -5.1339 0.04 0.13 0.11 1.4621
H -2.8868 0.0031 0.6639 -0.02 -0.02 -0.08 -0.6564
H -4.1823 -0.0943 -0.5225 0.00 0.00 0.01 0.6825
H -2.9375 1.1183 -0.7311 0.02 0.01 0.01 0.3068
H 0.1191 -2.8688 -1.8083 0.03 -0.03 0.03 0.5462
H -1.7494 -2.7067 -3.7897 0.00 0.00 0.04 0.4686
H -4.5461 -0.4631 -2.6636 -0.01 0.02 0.03 0.2414
H -3.9872 -1.4895 -3.9948 -0.02 -0.02 0.00 0.4333
H -1.0633 3.3775 -6.2731 0.00 -0.01 0.00 0.4951
H -0.5446 1.8097 -8.1345 -0.01 0.01 0.02 0.4332
H -1.2854 -0.5208 -8.0641 -0.01 0.00 0.02 0.4261
H -2.5793 -1.4139 -6.1664 0.01 0.02 0.00 0.4277
C 1.1764 -4.0161 0.3467 0.04 0.07 -0.05 -1.4264
P 1.0508 -2.5464 1.4065 0.18 0.02 0.11 1.0022
C 2.7243 -2.4356 2.1044 -0.11 -0.05 0.06 -1.6870
C -0.1022 -3.0047 2.7139 0.04 -0.01 0.04 0.5286
C -1.3969 -3.3725 2.3438 0.01 -0.04 -0.03 -0.4949
C -2.3091 -3.7564 3.3111 -0.06 0.04 0.00 -0.8104
C -1.9448 -3.7459 4.6526 -0.01 0.02 0.01 -0.6166
C -0.6642 -3.3648 5.0245 0.00 -0.04 0.00 -0.7301
C 0.2625 -3.0028 4.0567 0.02 -0.02 -0.02 -0.4064
H 0.2036 -4.2988 -0.0495 -0.01 0.01 -0.01 0.3997
H 1.5595 -4.8422 0.9472 0.00 0.02 0.03 0.5482
H 1.8740 -3.8242 -0.4712 -0.05 0.00 -0.03 0.3666
H 2.9807 -3.3329 2.6685 -0.03 -0.03 0.00 0.5644
H 2.8220 -1.5593 2.7441 0.03 -0.01 -0.01 0.3108
H 3.4206 -2.3442 1.2696 0.00 0.00 0.00 0.4368
H -1.6891 -3.3759 1.2987 -0.01 0.02 0.02 0.1858
H -3.3061 -4.0622 3.0208 0.02 0.01 0.01 0.4770
H -2.6614 -4.0393 5.4088 0.02 -0.01 -0.01 0.4403
H -0.3789 -3.3615 6.0680 0.00 0.01 -0.01 0.4343
H 1.2635 -2.7232 4.3599 -0.03 -0.01 -0.01 0.3682

---

(2)
111
Properties=species:S:1:pos:R:3:forces:R:3:mulliken_charge:R:1 method="wB97M-V/def2-TZVPD" homo_ev=-13.2 charge=+2 homo_lumo_gap_ev=7.844 relative_energy_kj_mol=18.7
W -0.7060 0.4651 0.3968 0.27 0.15 -0.22 0.3431
O -1.5563 -1.0953 -0.0517 -0.04 0.12 0.39 0.5815
C -1.3806 -2.5337 -0.1242 0.15 0.17 -0.09 3.4640
C 0.1333 -2.6916 0.0006 0.05 0.02 0.10 -2.5990
C 0.7064 -2.1849 1.3089 -0.04 -0.04 -0.06 0.4375
C 1.4206 -3.0729 2.0930 0.01 0.04 0.08 -0.9057
C 2.1325 -2.6108 3.1851 -0.02 0.03 -0.05 -1.2781
C 2.1660 -1.2477 3.4141 -0.06 0.00 -0.04 -1.1578
C 1.4128 -0.3974 2.6210 0.15 0.11 0.09 -0.0941
C 1.5720 1.0936 2.8084 0.00 -0.05 -0.10 -1.2892
C 1.8549 1.8244 1.4803 -0.19 -0.07 0.11 2.7298
O 0.6140 1.6771 0.7597 0.01 -0.37 -0.37 1.3769
C 2.0730 3.3220 1.6300 0.03 0.00 0.06 -0.3360
C 1.9156 3.9915 2.8370 -0.01 0.01 0.01 -0.3036
C 2.0623 5.3731 2.8975 0.00 -0.02 -0.02 -1.1447
C 2.3570 6.0917 1.7512 0.00 0.01 0.00 -0.6242
C 2.5180 5.4272 0.5411 0.01 0.02 -0.01 -0.8536
C 2.3849 4.0514 0.4840 0.03 -0.02 -0.02 -0.4587
C 2.9749 1.1465 0.7065 0.07 0.00 0.07 -0.1339
C 4.2583 1.1990 1.2460 -0.02 -0.02 0.03 -0.5857
C 5.3097 0.5445 0.6270 0.00 0.01 0.00 -0.9885
C 5.0967 -0.1616 -0.5499 -0.01 -0.01 -0.02 -0.6345
C 3.8286 -0.1991 -1.1060 0.05 0.00 0.04 -1.0699
C 2.7742 0.4520 -0.4771 -0.10 -0.01 -0.11 0.3854
N 0.6195 -0.8693 1.6334 -0.01 -0.06 -0.16 0.6874
C -1.9632 -2.9660 -1.4569 0.09 0.02 -0.06 -0.9458
C -3.3176 -2.7225 -1.6832 0.00 -0.03 0.04 -0.2975
C -3.9043 -3.0899 -2.8800 0.01 -0.01 -0.04 -0.7969
C -3.1448 -3.7183 -3.8620 -0.03 0.00 -0.01 -0.5734
C -1.8038 -3.9729 -3.6384 0.02 0.02 0.02 -0.9830
C -1.2104 -3.5940 -2.4376 0.00 0.04 -0.05 -0.0997
C -2.0646 -3.2489 1.0260 -0.02 -0.13 -0.11 -0.4264
C -2.0556 -4.6443 1.0077 0.01 0.00 0.00 -0.5744
C -2.6187 -5.3591 2.0491 -0.02 0.01 0.01 -1.0935
C -3.2127 -4.6903 3.1144 0.01 0.01 -0.02 -0.6233
C -3.2349 -3.3072 3.1248 -0.01 -0.02 0.01 -0.8324
C -2.6557 -2.5900 2.0829 -0.04 0.13 0.07 0.5714
H 0.6238 -2.1582 -0.8234 -0.04 -0.01 0.01 0.7279
H 0.4018 -3.7414 -0.0936 0.00 -0.02 0.00 0.7934
H 1.4297 -4.1189 1.8229 0.01 -0.01 0.01 0.6271
H 2.6953 -3.2926 3.8077 0.00 -0.01 0.01 0.4970
H 2.7835 -0.8265 4.1945 0.01 -0.02 0.01 0.6157
H 2.3915 1.2599 3.5055 0.00 0.01 -0.01 1.0723
H 0.6733 1.5385 3.2390 -0.05 0.00 0.05 0.3566
H 1.6834 3.4576 3.7490 0.01 -0.02 0.01 0.4112
H 1.9491 5.8835 3.8443 0.00 0.00 0.01 0.4617
H 2.4727 7.1659 1.8001 0.00 0.00 0.00 0.4457
H 2.7614 5.9838 -0.3546 0.00 0.00 0.00 0.5142
H 2.5345 3.5338 -0.4568 0.00 -0.01 0.00 0.5060
H 4.4401 1.7653 2.1524 0.00 0.01 0.01 0.4153
H 6.2999 0.5920 1.0595 0.01 0.00 0.00 0.4725
H 5.9196 -0.6667 -1.0366 0.00 -0.01 0.00 0.4427
H 3.6588 -0.7262 -2.0354 -0.01 0.00 -0.01 0.5018
H 1.8010 0.4335 -0.9646 0.02 0.03 0.06 0.3749
H -3.9174 -2.2624 -0.9056 0.00 0.00 0.01 0.3597
H -4.9570 -2.9046 -3.0458 -0.01 0.00 0.01 0.4827
H -3.6051 -4.0178 -4.7938 0.00 0.00 0.00 0.4357
H -1.2114 -4.4689 -4.3951 0.00 -0.01 0.00 0.4598
H -0.1587 -3.8015 -2.2898 0.01 -0.01 0.02 0.4557
H -1.6267 -5.1769 0.1668 0.01 0.01 -0.02 0.4796
H -2.6099 -6.4403 2.0233 0.00 -0.01 0.00 0.4628
H -3.6640 -5.2498 3.9223 0.00 -0.01 0.01 0.4606
H -3.7040 -2.7745 3.9405 -0.01 0.01 0.00 0.2974
H -2.6765 -1.5115 2.1079 -0.01 -0.06 -0.03 0.1925
C -0.8364 3.9476 -1.0520 -0.06 -0.01 -0.03 0.5309
C -1.5816 2.8472 -1.7172 -0.07 0.03 0.00 0.4564
N -1.5979 1.5771 -1.3037 0.05 -0.13 0.05 0.0160
C -2.3543 0.8562 -2.2172 -0.10 0.06 0.00 -0.1537
C -2.8164 1.7072 -3.1579 0.02 0.00 0.03 -1.2326
N -2.3283 2.9543 -2.8394 0.03 -0.10 -0.03 0.1112
C -2.6675 4.1234 -3.6853 0.04 0.00 0.03 -1.2509
N -2.2183 5.3616 -3.1657 0.03 0.06 -0.01 0.7418
N -2.9603 5.9872 -2.2083 -0.05 -0.01 0.06 -0.5430
N -2.3591 7.0400 -1.8304 0.02 -0.01 -0.03 -0.5240
C -1.1750 7.1550 -2.5395 -0.03 0.07 0.08 0.7704
C -0.1775 8.1346 -2.4826 -0.03 -0.05 -0.02 -0.9065
C 0.9059 7.9639 -3.3100 0.02 -0.05 -0.04 -0.5146
C 1.0041 6.8525 -4.1778 0.03 0.06 0.01 -0.6191
C 0.0265 5.8860 -4.2484 -0.06 0.03 0.05 -0.8938
C -1.0730 6.0728 -3.4049 0.02 -0.09 -0.11 1.0215
H -0.2622 3.5394 -0.2340 0.06 -0.02 0.17 -1.1570
H -1.5088 4.7195 -0.6786 0.00 0.02 0.03 0.3262
H -0.1287 4.4170 -1.7343 -0.01 0.00 -0.02 0.2128
H -2.5223 -0.2027 -2.1197 0.01 0.02 -0.01 0.0773
H -3.4396 1.5418 -4.0193 -0.01 -0.01 -0.01 0.5513
H -3.7533 4.1541 -3.7607 0.02 0.00 -0.01 0.4514
H -2.2365 3.9635 -4.6727 0.01 0.02 0.01 0.4040
H -0.2701 8.9848 -1.8218 -0.01 0.00 0.01 0.4822
H 1.7004 8.6972 -3.3122 0.01 0.00 0.00 0.4418
H 1.8725 6.7673 -4.8172 0.01 0.01 0.00 0.4249
H 0.1082 5.0486 -4.9283 0.00 -0.01 -0.01 0.4156
C -1.6850 2.9983 2.5784 -0.04 0.06 0.00 -1.1212
P -2.3426 1.4422 1.8897 -0.18 0.00 0.06 1.8652
C -3.8417 1.8993 0.9741 -0.02 0.06 0.09 -1.8525
C -2.8861 0.5473 3.3662 -0.03 -0.02 0.07 0.1736
C -1.9153 0.0303 4.2274 -0.08 0.02 0.00 -0.1592
C -2.2765 -0.5478 5.4304 -0.04 0.01 0.00 -0.8896
C -3.6192 -0.6279 5.7825 0.03 -0.02 0.03 -0.6866
C -4.5908 -0.1524 4.9187 -0.04 0.02 -0.03 -0.8620
C -4.2299 0.4350 3.7117 0.01 -0.01 -0.01 -0.5620
H -1.3113 2.8093 3.5841 -0.03 -0.04 0.00 0.5069
H -2.5070 3.7120 2.6444 0.01 0.02 0.05 0.6521
H -0.8795 3.4180 1.9857 0.00 0.07 -0.14 -0.0927
H -4.5960 2.3279 1.6331 0.02 0.02 0.01 0.6230
H -4.2597 1.0354 0.4559 0.03 -0.01 0.02 0.3709
H -3.5665 2.6512 0.2349 0.00 -0.01 -0.03 0.2489
H -0.8718 0.0599 3.9513 0.14 0.05 -0.05 0.2565
H -1.5168 -0.9419 6.0916 0.01 0.00 0.00 0.4659
H -3.9056 -1.0753 6.7247 0.00 0.00 0.01 0.4166
H -5.6369 -0.2316 5.1818 0.00 0.01 0.00 0.4273
H -5.0086 0.7978 3.0557 0.00 0.01 0.00 0.3827

---

Number 1: calculated total energy -78859.6099 eV. Number 2: calculated total energy -78859.4156 eV.